[1]
289
Properties=species:S:1:pos:R:3 method="wB97M-V/def2-TZVPD" energy_ha=-4912.4712 relative_energy_kj_mol=502.2 homo_ev=-8.35 orbital_gap_ev=8.9 spin_multiplicity=1 lumo_ev=0.505
O -1.3741 1.1174 0.2518
O -8.0213 4.8349 -1.6974
O -0.6735 5.9688 -0.0921
O 3.4009 -8.3303 -0.8074
O 1.7288 2.1602 2.9268
O -2.7400 1.0987 -4.0106
O -3.2714 -0.8413 3.8728
O -1.9191 -5.0795 0.7340
O -7.5176 2.1342 6.2636
O 5.8281 2.2757 -0.3519
O 1.7135 -4.5561 3.4828
O 6.1561 -1.5242 1.4045
O 1.9632 2.3589 -4.4333
O 5.8184 -1.3235 -3.2664
O -2.4664 4.5991 3.6943
O 0.6234 -1.7449 -4.5530
O -6.4276 -0.9826 -0.7628
N 2.3111 -2.6607 5.7348
N -5.4645 4.2779 -2.8169
N -2.8677 -7.5657 -1.8596
N 7.6622 3.4124 -2.1804
N -7.0263 1.3313 3.4695
N -3.4161 6.1370 -2.6356
N -3.9903 3.7490 6.1713
N 4.5808 -5.5756 -1.1002
N -0.9242 -4.3918 -6.4918
N 3.0010 0.2033 5.9137
N -5.2370 1.8550 -4.5507
N -0.8280 -3.0235 5.5368
N 1.4563 1.6086 0.0460
N 9.5765 -1.7934 2.6104
N 3.3777 3.4226 -1.1738
N 4.0373 -1.1614 -6.5799
N -4.7100 -1.0709 -4.0893
C 5.6925 -1.8348 -1.9881
C 1.8602 1.2632 -5.2735
C -5.3124 -1.5316 -2.8269
C 6.9076 1.5578 -0.8753
C -7.1505 3.0155 5.1518
C 4.3021 0.9505 3.9675
C -0.4496 0.0491 0.3662
C 5.3407 1.7181 0.8410
C 5.4195 -2.7085 1.1912
C -1.5807 5.4754 -1.0351
C 7.3559 1.9493 -2.3164
C 0.9033 0.3874 -0.4052
C 5.0764 -1.0239 -5.6073
C 3.0513 1.1806 4.8421
C 8.1457 -2.0188 2.6502
C 2.9600 -4.3923 4.1870
C -2.2182 -3.6512 0.8051
C -2.8429 -2.0462 4.5363
C -9.0075 5.7633 -1.1626
C -6.9243 4.4702 -0.8443
C -2.5883 6.6190 -1.5683
C -2.5122 -5.5943 -0.4655
C 1.7279 3.5529 3.3498
C 5.4289 0.4314 -5.6099
C 4.7381 -1.4275 -4.1672
C 2.9082 -7.2936 -1.7058
C 1.2791 -1.6576 -3.3137
C -2.1150 4.7457 2.3382
C -2.6520 1.8422 6.2440
C -5.6934 -0.3931 -1.8322
C 3.1684 -5.9044 -1.1484
C -6.2875 2.3684 4.0120
C -1.6553 1.0999 -3.0392
C -5.9607 3.6010 -1.6245
C 7.5772 -1.4970 1.3587
C 7.5430 -1.2136 3.8479
C 1.5319 -3.8620 2.2920
C -0.3987 -1.3510 4.0590
C -2.7388 3.2128 5.5989
C 2.0026 -0.6733 -0.0966
C -2.8545 2.3327 -4.7228
C 2.5151 -4.8101 -2.0885
C -4.1319 2.1064 -5.4966
C 3.6654 4.4508 -3.3528
C -1.9505 -3.2315 -4.7461
C 3.2755 -2.9801 4.7159
C -4.6074 -0.9342 3.4178
C 0.5761 5.3322 -0.0908
C -6.9910 -0.0553 0.1896
C -1.4281 -1.8151 5.0515
C -5.9679 3.4110 2.9379
C -0.7985 -3.2104 -5.7369
C -0.6100 -7.2139 -1.0440
C -2.5920 3.2573 4.1021
C 1.8142 1.1630 3.9396
C 2.8326 2.1463 -3.2831
C -4.4272 3.3910 -6.3042
C 0.6635 -2.9864 -5.1677
C 4.6693 -3.0052 5.2833
C -6.3651 1.6227 6.9886
C -4.4226 -2.6357 -2.1342
C 8.5428 1.1483 -2.7733
C 2.7731 3.4704 -2.5437
C -4.6798 3.1733 -0.8252
C -2.4968 0.8964 1.0620
C 3.0611 -9.5948 -1.2252
C -2.0870 -7.0293 -0.7396
C -3.5036 7.1744 -0.5066
H -7.3012 3.9501 0.0363
H -6.6365 3.9147 5.4915
H 3.8590 1.9022 -3.5573
H -2.9554 7.4856 0.3826
H 4.0974 -0.0164 3.5079
H -4.7467 4.9623 -2.6259
H -2.8138 -2.8997 3.8590
H -3.5471 1.2640 6.0146
H 8.3566 0.0845 -2.6256
H -4.1564 6.3956 -0.1123
H 2.5359 -3.8356 -1.6006
H -5.7627 2.4044 7.4514
H 1.2873 5.8094 0.5834
H 0.4955 4.3537 0.3827
H 2.3012 0.3629 6.6242
H 0.7179 -2.2156 -2.5642
H 7.6259 -0.1583 3.5882
H -5.3653 -0.7892 4.1876
H -3.5156 -2.3432 5.3410
H 4.3953 -2.4622 -4.1564
H -1.8209 -3.1291 -0.0653
H 1.3460 -2.8126 5.4785
H -2.7802 -8.5679 -1.9490
H 1.5293 4.1020 2.4294
H 1.6642 -1.6835 -0.3272
H -0.4549 -2.0984 3.2676
H -0.0220 -6.6245 -0.3404
H -2.0992 5.7773 1.9866
H -3.1455 0.1059 0.6846
H -5.1241 2.5251 -0.0699
H 2.2735 -0.7104 0.9585
H -4.8306 -0.0752 2.7851
H -2.7833 5.9055 -3.3880
H 7.0078 3.6416 -1.4460
H 5.4300 -3.1831 4.5232
H -6.8763 3.6550 2.3871
H 0.8287 0.9333 -5.3970
H -1.5029 -1.1374 5.9019
H -3.5018 -2.1953 -1.7518
H -1.1010 4.9119 -1.8354
H 5.6041 -3.5112 1.9051
H 7.8598 -3.0707 2.6545
H 0.5290 -4.1503 1.9772
H 2.5172 -3.2493 6.5292
H 1.8269 -7.3420 -1.8344
H -9.8733 5.1655 -0.8777
H -6.7526 1.0322 7.8188
H -1.7050 1.3860 5.9558
H 3.1814 -2.2404 3.9208
H -4.7822 0.1215 -1.5272
H 6.6365 -1.8804 -1.4451
H -1.7875 1.8810 -2.2905
H 1.8033 3.9481 -2.4042
H 6.4589 -1.3233 3.8746
H -0.3510 -6.8728 -2.0463
H -2.8652 3.1648 -4.0189
H 4.3481 1.6828 3.1614
H -2.3233 -4.9324 -1.3106
H -4.0584 -3.4446 -2.7674
H 0.6217 0.3460 -1.4574
H -0.6995 -0.3687 3.6949
H 6.4627 1.8209 -2.9278
H 7.8828 -1.3952 4.8675
H -1.9419 -4.0955 -4.0817
H -1.6291 2.7955 3.8840
H -3.0560 1.8288 0.9843
H 5.9808 0.7266 -6.5023
H 3.6423 -2.0842 -6.6922
H 0.8855 1.1359 4.5095
H 5.0511 -1.1138 -1.4813
H -4.0259 6.8828 -2.9391
H -2.2398 4.7821 -0.5127
H 2.7621 -0.7057 5.5439
H 1.4904 -5.1126 -2.3039
H 3.7718 -4.7492 3.5532
H -0.8894 -3.7991 4.8929
H -5.3597 3.2504 -6.8509
H -4.4876 4.3191 -5.7358
H -5.3994 1.9797 4.5104
H 3.6315 -9.8575 -2.1162
H 4.9849 -5.5863 -2.0258
H -2.0484 -2.3223 -4.1530
H 6.0484 1.6766 1.6690
H -3.6775 3.4411 -7.0938
H -3.8523 -7.5076 -1.6421
H -0.6610 1.1390 -3.4840
H -1.0922 -2.4270 -6.4355
H -2.2809 0.7444 2.1195
H -4.0574 8.0332 -0.8857
H -3.5940 -5.5995 -0.3321
H -5.5253 4.3006 3.3859
H 2.9122 2.7213 -0.6158
H 2.3679 1.4192 -6.2253
H 1.2463 -0.5907 -3.0928
H 1.3829 -3.1604 -5.9679
H 1.9128 0.2558 3.3434
H -7.1630 0.5685 4.1172
H -5.3425 -0.4114 -4.5197
H 4.4387 -0.8754 -7.4615
H 4.8650 0.7541 0.6607
H 2.7337 3.8173 3.6760
H -1.3828 -3.4123 6.2859
H -2.2803 -7.6566 0.1306
H 8.8019 1.2186 -3.8297
H 9.7242 -0.7955 2.5607
H 0.9787 -3.7999 -4.5142
H -1.6818 -3.2776 1.6773
H 4.8138 -3.7225 6.0911
H 8.5594 3.5718 -1.7446
H -1.1010 4.3517 2.2701
H -3.2822 -3.4530 0.9342
H 0.8966 5.3637 -1.1321
H 3.9833 -0.7522 -3.7643
H 3.1371 4.5115 -4.3042
H -6.3423 0.3118 -2.3519
H 3.6772 5.4518 -2.9215
H -0.1571 -0.0617 1.4104
H -3.9685 -0.4392 -3.8226
H -0.7720 -5.0906 -5.7786
H 5.0085 -6.3803 -0.6647
H -4.7417 1.5112 -3.7404
H 2.7639 -5.7928 -0.1424
H 4.5995 1.1335 -5.6951
H 4.5144 2.3344 1.1955
H -1.6846 0.2028 -2.4208
H -5.3929 2.7349 -4.0800
H 2.4256 1.3328 -2.6825
H 4.7283 4.2129 -3.3949
H 3.3006 -7.4581 -2.7094
H -6.2089 4.7645 -3.2956
H -2.4560 1.9637 7.3094
H -4.0067 1.2093 -6.1029
H -3.7833 3.8618 7.1534
H -6.1781 0.3433 0.7965
H 2.2657 -4.1625 1.5441
H -6.4613 5.3985 -0.5098
H -2.0289 2.4057 -5.4308
H 4.3567 -2.4713 1.1434
H 8.0333 -2.1225 0.5914
H -7.6451 -0.7000 0.7768
H -8.1551 3.3349 4.8745
H -8.5872 6.4133 -0.3953
H -6.2859 -1.9311 -3.1112
H -1.9975 7.4402 -1.9740
H 5.8845 -1.6677 -5.9547
H -4.9892 -2.9960 -1.2755
H 3.4670 -10.3794 -0.5867
H -0.8229 -0.9390 0.0973
H -1.8750 3.7687 5.9636
H -0.1734 -8.2111 -0.9881
H -7.9736 1.6606 3.3499
H 4.3094 3.0330 -1.1592
H -1.8391 -4.5513 -6.8887
H 1.9882 -9.7158 -1.3744
H -6.4532 2.7460 -2.0876
H 5.3399 -2.8632 -2.0679
H 10.0254 -2.2216 1.8133
H 0.7081 2.2787 -0.0601
H 3.0954 2.1990 5.2281
H 7.7011 1.8529 -0.1886
H 2.9482 -5.1263 4.9927
H 7.9007 -0.4602 1.2671
H 5.2669 0.9704 4.4744
H -5.7545 0.9825 6.3519
H 6.7110 0.4857 -0.8772
H 1.6069 -2.7855 2.4456
H 2.3323 -1.9122 -3.4327
H 3.1302 -4.8225 -2.9883
H -2.8578 -3.2713 -5.3489
H 4.8979 -2.0097 5.6638
H -9.4339 6.3797 -1.9540
H -7.4982 0.7488 -0.3434
H 2.3288 0.3727 -4.8545
H 5.7985 -3.1442 0.2668
H -3.8065 2.6904 -1.2639
H 9.3923 1.4437 -2.1575
H 1.5519 1.5646 1.0506
H 5.9147 0.7377 -4.6834
H 0.9770 3.6418 4.1348
H -2.6570 4.1772 1.5825
H -4.1002 4.7129 5.8906
H 2.9683 -0.4477 -0.5491
H -5.2302 3.0870 2.2038
H -4.6838 -1.8938 2.9065
H -3.3945 2.7102 3.6072
H -4.2197 4.0258 -0.3256
H 0.6351 -1.2738 4.3958

=====

[2]
18
Properties=species:S:1:pos:R:3 method="wB97M-V/def2-TZVPD" energy_ha=-1010.8858 smiles="O=[N+]([O-])[C@H](O)c1ccccc1Cl" relative_energy_kj_mol=0.0 homo_ev=-9.66 orbital_gap_ev=9.8 spin_multiplicity=1 lumo_ev=0.181
Cl 1.9376 1.7700 -1.8657
O -1.1263 3.4294 -1.3331
O -2.6540 2.1437 -0.5050
O -2.0588 0.2150 -2.0903
N -1.6522 2.3871 -1.1448
C 1.5643 -0.6185 1.2593
C -0.6074 -0.3086 0.2654
C 0.2124 -0.8661 1.2414
C -0.1032 0.4787 -0.7733
C 2.1246 0.2293 0.3110
C -1.0594 1.0667 -1.7823
C 1.2447 0.6928 -0.7144
H 3.2377 0.0910 0.0463
H 2.1830 -1.2159 1.9653
H -1.7140 -0.3873 0.3639
H -0.2358 -1.4493 2.0770
H -0.4602 1.6545 -2.5920
H -1.9422 -0.6216 -1.6627

=====

[3]
137
Properties=species:S:1:pos:R:3 method="wB97M-V/def2-TZVPD" energy_ha=-6246.5339 charge=+1 homo_ev=-12.33 orbital_gap_ev=8.8 spin_multiplicity=1 lumo_ev=-3.538
I 4.9514 1.0961 -7.1221
Cl 0.2116 4.2307 -7.5082
S -2.7616 3.7679 -4.5538
S 1.1505 -0.3738 -0.6259
F -2.8212 1.3004 6.1645
F 9.0445 0.2530 -1.0285
F -4.9748 5.1004 6.7551
F -2.9141 -4.3993 8.1491
F -2.2794 5.9750 6.2908
F 11.8151 -0.9568 -5.7854
F 8.9164 -1.3891 -2.4169
F -6.4142 -4.9070 5.5226
F 10.2943 -3.1823 -3.4928
F 4.1339 -2.9185 -0.9984
F 9.8844 -2.2211 0.0380
F -4.2047 2.7279 6.9912
F -4.5446 7.1463 7.3040
F -5.5645 -2.6954 6.5329
F -4.2393 -5.2835 6.7009
F -8.3571 -5.8491 8.3266
F 11.6562 -3.6099 -5.1154
F -4.5877 2.4147 4.2677
F -2.1428 6.4257 8.4103
F -7.5845 -3.8607 7.9275
F -8.5591 -5.1188 5.6919
F -3.7150 4.3686 4.6351
F 12.5072 -1.3746 -3.7718
F 11.5023 -2.2701 -1.4079
F -3.4757 -2.7342 5.9426
O 10.5587 0.1391 -2.6291
O -1.6253 3.3103 1.0987
O -2.0445 3.2969 6.6968
O -5.0554 -4.5360 8.6636
O 4.7924 -1.7953 -6.4132
O -0.6750 4.8201 -0.4196
N -0.2209 -0.3490 -3.1558
N -1.5221 1.1526 -4.4489
C -3.1550 2.6113 6.1570
C -0.1889 1.0254 -3.7834
C -3.9218 -0.3914 -1.7765
C 10.4817 -0.1906 -4.0248
C -4.3144 -2.8984 6.9962
C -7.3806 -5.5196 6.2313
C 1.0371 -0.7665 -2.4160
C -3.5273 -2.6091 1.5912
C 3.3793 -1.7264 -3.1053
C 10.7493 -2.7078 -4.6667
C -2.1437 2.2510 -4.2379
C -1.3601 4.4956 0.7724
C -2.2760 4.1698 7.8134
C 2.4016 -0.4499 -3.2297
C -3.4760 3.0430 4.7220
C 0.1725 1.5562 -8.4007
C 4.0884 -0.7640 -6.4103
C 5.7733 -1.4364 -2.0329
C -4.7832 -0.2585 -0.4308
C -1.1087 3.9416 -1.5173
C -2.7540 5.6051 7.5064
C 2.5587 -0.9216 -5.8929
C -4.9966 -1.9584 1.5715
C 11.3931 -1.3250 -4.5398
C -0.0304 2.4486 -7.0495
C -2.3579 0.0491 -1.5790
C -3.3774 -3.4310 2.9704
C -4.2603 5.8556 7.6088
C 2.2192 0.1327 -4.7036
C 0.8058 0.8034 -5.0718
C -4.1490 -4.2933 7.6090
C 9.7925 -0.6319 -1.7281
C 1.1025 2.0925 -5.9504
C 10.6584 -1.4442 -0.7587
C 0.3998 2.2395 -2.9995
C -1.5131 -0.8278 -2.5577
C -7.3340 -5.1763 7.7223
C 4.1960 -1.6575 -1.6973
C -0.0943 2.6664 -1.5563
C -5.3765 -1.7055 0.0148
C -6.0417 -5.5621 8.4733
C -1.7357 5.7392 1.7283
H -7.2941 -6.5985 6.0752
H -0.0663 -0.0507 -0.0626
H 5.9465 -0.9434 -3.0424
H -1.0515 6.6122 1.4120
H 1.4407 3.0242 -5.3954
H 0.0993 2.2971 -9.2723
H -0.7272 0.8519 -8.4916
H 1.5466 2.1128 -2.9291
H 0.9786 -1.9232 -2.4501
H -5.7671 -2.6780 2.0042
H -2.2118 -1.1630 -3.4128
H -5.7087 0.3671 -0.7017
H 10.8249 0.7189 -4.5257
H 11.2548 -0.7830 -0.1254
H -6.5005 -1.7889 -0.1738
H -1.5300 5.5261 2.8235
H 2.9221 0.3772 -2.6130
H -4.9937 -0.9333 2.0715
H -2.8842 3.6870 8.5831
H -6.3518 -5.8161 9.4907
H -0.1578 -0.9878 -3.9892
H -3.8563 -4.4640 2.8628
H 3.0103 0.9646 -4.8302
H -2.6464 2.8062 4.0507
H -2.1980 3.6383 -1.4137
H 1.1498 0.9770 -8.3946
H 2.8190 -2.7302 -3.1527
H -1.2593 -1.8195 -2.0198
H -2.8009 6.0678 1.5001
H 1.9263 -0.7235 -6.8389
H 0.8298 3.0650 -0.9887
H 9.9192 -2.6894 -5.3786
H 6.1654 -0.6879 -1.2462
H -4.6205 5.6669 8.6239
H -4.2443 0.2806 0.4137
H -5.5963 -6.4817 8.0841
H -0.9240 4.5671 -2.4671
H -2.3644 1.1754 -1.7127
H -4.3539 0.2399 -2.6295
H 0.3078 3.2154 -3.6141
H -2.7126 -1.7983 1.4911
H 9.4458 -0.3112 -4.3537
H -3.8807 -2.8378 3.8008
H -1.2880 4.2753 8.2701
H 3.9009 -0.7648 -1.0589
H -3.9422 -1.4790 -2.1533
H -3.3500 -3.3562 0.7397
H 2.0176 1.8066 -6.5998
H -2.2642 -3.5099 3.2166
H 0.2475 0.0786 -5.7823
H 4.1828 -1.7759 -3.9065
H -2.1769 -0.1338 -0.4537
H 2.3323 -2.0044 -5.6034
H -4.0999 -2.1220 7.7345
H -0.5410 1.8851 -0.8798
H -4.8912 -2.5698 -0.5707
H -1.0903 2.2465 -6.7089
H 6.3902 -2.3797 -1.8928

=====

[4]
8
Properties=species:S:1:pos:R:3 method="wB97M-V/def2-TZVPD" energy_ha=-2264.2726 charge=+2 relative_energy_kj_mol=506.8 homo_ev="-19.90 / -20.02" orbital_gap_ev="5.0 / 6.2" spin_multiplicity=1 lumo_ev="-14.887 / -13.858"
Ga -0.7064 -0.1915 -3.3211
O -0.0516 -1.8525 -0.1710
O -0.4859 -1.4990 -2.3164
O -2.2300 0.9145 -1.1940
C -1.8844 0.2113 -0.1151
C 0.2731 -1.8507 -1.4198
C -1.2804 -0.7432 0.3556
H -3.1785 0.8636 -1.3735